44
Properties=species:S:1:pos:R:3:forces:R:3 method="wB97M-V/def2-TZVPD" energy_ha=-960.54336 smiles="C=C/C=C/C=C/C.O.O.O.O.O.O.O.O.O" homo_energy_ev=-8.9
C -1.245685 -3.253680 -2.592171 -0.7 -0.6 -0.7
C -0.113963 -2.955201 -1.980357 0.2 0.8 0.3
C 0.222753 -1.615358 -1.422601 -1.3 -1.3 -0.1
C -0.504158 -1.007790 -0.489653 1.1 1.5 0.0
C 0.036936 0.207430 0.179452 0.4 -0.3 0.2
C 0.555869 1.299711 -0.362381 0.3 -0.2 -0.5
C 1.411052 2.285559 0.338695 0.3 1.4 1.4
H -2.186742 -2.715190 -2.523135 0.5 0.8 -0.1
H -1.365609 -4.066606 -3.299151 0.3 -0.7 0.6
H 0.722716 -3.634763 -1.844607 0.0 -0.3 -0.9
H 1.099810 -1.229834 -1.931956 0.2 0.3 0.6
H -1.428059 -1.415609 -0.109261 0.1 -0.5 0.1
H 0.112757 0.123267 1.263343 0.0 -0.1 -0.1
H 0.467250 1.472984 -1.435742 -0.1 -0.2 0.0
H 1.021800 3.301823 0.472065 -0.4 0.1 -1.0
H 1.587660 2.172298 1.418398 0.1 -1.1 -0.2
H 2.390472 2.400236 -0.133728 -0.1 0.0 0.0
O -3.583703 -3.315219 0.674633 0.4 0.6 0.0
H -3.658682 -2.709065 -0.066827 -0.4 -0.2 -0.4
H -2.878345 -2.869756 1.164224 0.0 -0.5 0.4
O 3.173769 0.125392 -1.431465 0.0 -0.1 -0.4
H 3.579013 0.820803 -0.908279 0.0 0.0 0.2
H 2.264265 0.036093 -1.104901 0.2 0.2 0.2
O 0.035364 -3.582376 2.184989 -0.7 0.2 -0.3
H 0.687602 -2.879767 2.204943 0.3 -0.3 0.2
H 0.373775 -4.374110 2.606279 0.4 0.2 0.1
O -3.026442 3.886038 -0.283533 -0.3 0.0 0.0
H -3.872803 4.110380 -0.681297 0.1 0.1 -0.2
H -2.341873 4.088655 -0.928625 -0.1 -0.1 -0.1
O 2.749321 2.750960 -3.353673 0.0 0.1 0.0
H 2.735103 2.004920 -2.743535 0.0 -0.2 0.0
H 2.128145 3.394459 -3.002578 0.0 0.0 0.1
O -0.505422 1.536661 4.443675 0.0 0.0 -0.2
H 0.453063 1.472014 4.390432 0.0 0.0 0.1
H -0.804675 1.269232 3.566698 -0.1 0.0 0.0
O -2.268110 0.908652 0.743242 0.4 -0.1 0.9
H -2.752935 1.713133 0.949296 -0.4 -0.1 -0.5
H -2.713270 0.290294 0.170116 -0.8 0.4 -0.2
O 4.534702 -3.081205 -0.165178 -0.2 0.6 -0.8
H 4.995797 -2.323585 -0.553523 0.4 -0.1 0.5
H 3.775875 -3.047239 -0.764880 -0.2 -0.5 0.3
O -1.429301 3.909765 1.869381 -0.5 0.2 0.4
H -2.140674 4.332761 1.361619 0.3 -0.2 -0.3
H -1.851662 3.834094 2.733941 0.4 -0.1 0.2

62
Properties=species:S:1:pos:R:3:forces:R:3 method="wB97M-V/def2-TZVPD" energy_ha=-1510.54071 homo_energy_ev=-7.7
C -2.959039 0.865552 4.235935 0.2 0.1 0.1
C -1.562778 1.401950 4.546846 -0.5 -0.1 0.2
N -0.722916 1.412375 3.378380 0.1 0.0 0.0
C 0.021047 0.358666 2.952359 0.5 0.0 -0.2
C 0.699787 0.673720 1.798989 -0.2 0.1 0.5
C 1.558679 -0.166766 1.010585 0.1 -0.7 -0.1
C 1.356536 -1.471709 0.751237 0.2 0.8 0.4
N 0.214523 -2.181323 1.196149 0.4 -0.4 0.1
C -1.087462 -1.761294 1.122406 -0.3 -0.1 -0.1
O -1.937607 -2.289966 1.815053 -0.1 0.1 0.1
C -1.375143 -0.665119 0.167225 -0.5 0.2 -0.2
C -2.345770 0.261507 0.507478 0.2 -0.4 0.0
C -2.568456 1.373009 -0.287600 0.0 0.2 -0.2
C -1.828017 1.572085 -1.440895 0.1 0.0 -0.1
O -1.930721 2.645487 -2.262425 0.3 -0.4 0.0
C -2.811638 3.680698 -1.900809 -0.2 0.2 0.1
C -0.882377 0.593203 -1.830499 0.0 0.1 -0.1
O -0.217225 0.845683 -2.989967 -0.3 0.2 0.2
C 0.816808 -0.030263 -3.367177 0.1 -0.1 -0.1
C -0.678547 -0.514843 -1.033452 -0.1 0.1 -0.2
C 2.308684 -2.196838 -0.128716 -0.1 -0.2 -0.1
O 3.353970 -1.703014 -0.516691 0.2 0.1 -0.1
N 1.917835 -3.449894 -0.474966 -0.3 -0.2 0.1
C 2.683616 -4.240678 -1.409163 0.2 0.2 -0.3
C 2.431506 -3.825674 -2.862665 0.4 -0.3 0.1
C 3.385966 -4.545813 -3.815459 -0.6 0.1 -0.2
O 4.736934 -4.330019 -3.499546 0.5 0.2 0.2
C 0.327798 2.020418 1.479135 -0.2 0.0 0.3
C 0.638052 2.875103 0.424762 0.0 0.1 0.1
C 0.045347 4.117162 0.390573 0.1 0.0 -0.2
C -0.855417 4.517576 1.381156 -0.1 0.1 0.1
C -1.183239 3.688987 2.433187 -0.1 0.1 0.1
C -0.585052 2.435362 2.477816 0.3 0.2 -0.5
H -3.561722 0.849966 5.140109 -0.1 0.0 0.1
H -3.450049 1.497053 3.499098 -0.1 0.0 -0.1
H -2.893568 -0.146727 3.842842 0.0 -0.1 0.0
H -1.087521 0.773294 5.305545 0.0 0.2 -0.1
H -1.627657 2.421236 4.936948 0.1 -0.1 0.0
H 0.057457 -0.544500 3.531614 -0.1 -0.2 0.1
H 2.407318 0.298365 0.527021 0.1 -0.1 -0.1
H 0.371431 -2.928654 1.863137 -0.2 0.1 0.0
H -2.913754 0.116501 1.411600 0.0 0.0 0.1
H -3.311427 2.092756 0.015068 -0.1 0.1 0.0
H -2.691849 4.446999 -2.664953 0.0 0.0 0.1
H -2.554922 4.097490 -0.921480 0.0 0.0 0.0
H -3.852300 3.339793 -1.892456 0.0 0.0 0.0
H 1.581191 -0.113598 -2.586937 0.0 0.0 0.0
H 0.432397 -1.027631 -3.608322 0.0 0.0 0.0
H 1.258540 0.407165 -4.261195 0.0 -0.1 0.1
H 0.023053 -1.273270 -1.338354 0.1 0.0 -0.1
H 0.972900 -3.733265 -0.266089 0.1 0.1 0.1
H 2.438946 -5.294411 -1.263707 0.0 0.0 0.0
H 3.741196 -4.084369 -1.180356 -0.2 -0.2 0.0
H 1.401084 -4.044616 -3.150018 -0.1 0.0 0.0
H 2.592055 -2.746882 -2.942414 -0.1 0.0 0.0
H 3.175985 -4.225877 -4.847862 0.0 -0.1 0.1
H 3.240584 -5.627500 -3.754408 -0.1 0.0 -0.1
H 4.880700 -3.382847 -3.384557 0.0 -0.1 0.0
H 1.323824 2.566693 -0.349028 0.1 0.0 -0.1
H 0.271895 4.796295 -0.417894 0.0 0.1 -0.1
H -1.304244 5.498776 1.319632 0.0 0.1 0.0
H -1.887228 4.006439 3.188176 -0.1 0.0 0.1

111
Properties=species:S:1:pos:R:3:forces:R:3 method="wB97M-V/def2-TZVPD" energy_ha=-3248.15075 homo_energy_ev=-7.8
Cd 0.692200 0.418700 -0.422900 -0.4 0.2 0.5
C -0.742600 -3.338300 -0.007700 0.1 0.0 0.1
N -0.967100 -2.162500 0.809400 -0.1 -0.1 0.1
C -2.352400 -1.736400 0.775900 0.0 0.0 0.0
C -2.531400 -0.400300 1.446600 -0.3 -0.2 0.1
C -3.604000 -0.158300 2.298700 0.1 0.1 -0.1
C -3.748400 1.105300 2.849700 0.1 0.0 0.0
C -2.829600 2.084600 2.514200 -0.1 -0.1 -0.1
C -1.793100 1.748300 1.654300 -0.1 0.4 0.3
N -1.636000 0.534500 1.153300 0.6 -0.2 -0.2
C -0.508100 -2.354900 2.166500 -0.1 0.0 -0.1
C 0.989500 -2.458500 2.255300 0.0 -0.2 0.3
C 1.584100 -3.120200 3.330100 0.0 0.1 -0.1
C 2.965700 -3.159200 3.409800 -0.1 0.1 -0.1
C 3.702500 -2.525000 2.421500 0.0 -0.1 0.1
C 3.020600 -1.872600 1.405500 0.3 -0.1 0.0
N 1.700800 -1.845800 1.317000 -0.3 0.1 -0.2
C -0.938700 -3.038100 -1.468000 -0.3 -0.4 -0.1
C -1.620900 -3.917300 -2.303600 0.2 0.0 0.1
C -1.746100 -3.605700 -3.646500 0.1 0.2 0.0
C -1.185600 -2.425800 -4.106200 0.0 -0.2 0.0
C -0.533500 -1.609900 -3.193000 0.2 -0.3 -0.3
N -0.407200 -1.906700 -1.912400 0.0 0.3 0.2
H -1.385200 -4.185600 0.303800 0.1 0.1 -0.1
H 0.300500 -3.638500 0.127600 0.0 -0.1 0.0
H -3.028400 -2.487100 1.234100 0.1 0.2 -0.1
H -2.630500 -1.613300 -0.276300 -0.1 0.0 0.1
H -4.310600 -0.942800 2.527000 0.0 -0.1 0.0
H -4.558600 1.315500 3.532700 -0.1 0.0 0.0
H -2.912000 3.087500 2.904000 0.1 0.1 0.0
H -1.056700 2.476700 1.351900 0.1 0.1 0.0
H -0.971500 -3.240200 2.643900 0.1 0.1 0.0
H -0.809800 -1.471300 2.739400 0.0 -0.1 0.1
H 0.971600 -3.584400 4.088400 -0.1 -0.1 0.0
H 3.455900 -3.664200 4.228900 0.0 -0.1 0.0
H 4.779200 -2.547800 2.446200 0.1 0.1 -0.1
H 3.540600 -1.341300 0.621300 0.2 0.0 0.0
H -2.019700 -4.840600 -1.910700 -0.1 0.0 0.1
H -2.283200 -4.266700 -4.312300 0.0 0.0 -0.1
H -1.249500 -2.152800 -5.149000 0.0 0.1 -0.1
H -0.082900 -0.675000 -3.495400 0.1 0.0 -0.1
O 1.749000 4.941900 4.173700 0.0 0.2 -0.4
C 1.688700 3.798600 4.808400 0.0 0.0 0.2
O 1.680500 3.722200 6.018700 0.0 0.0 0.0
C 1.622700 2.554200 3.996100 0.0 -0.3 -0.1
C 1.688000 1.293000 4.555700 0.0 0.4 -0.1
N 1.554200 0.409800 3.553200 0.1 0.2 0.2
N 1.404900 1.011200 2.370000 -0.2 -0.1 -0.7
C 1.446000 2.313300 2.605700 0.1 0.0 0.3
C 1.305300 3.300100 1.458800 0.1 -0.1 0.5
O 1.618600 4.485400 1.684200 0.0 0.2 0.1
O 0.866900 2.848900 0.387600 -0.4 -0.7 -0.6
H 1.734400 4.829700 3.145200 0.0 -0.2 0.4
H 1.824200 1.005000 5.577700 0.0 -0.1 0.2
H 1.564200 -0.597200 3.617100 0.1 0.1 -0.1
N -2.079100 1.196700 -1.488400 0.6 -0.2 0.4
S -2.380700 0.632000 -2.891100 -1.5 1.0 -1.0
C -4.124900 0.089900 -3.081400 0.6 -0.2 0.2
C -4.355500 -0.871200 -4.051200 0.0 0.1 -0.1
C -5.611400 -1.436400 -4.175000 -0.1 0.0 -0.1
C -6.636000 -1.028200 -3.334600 -0.1 0.0 0.0
C -6.404000 -0.052400 -2.378300 0.0 0.0 0.0
C -5.138400 0.493700 -2.234400 0.1 0.1 0.1
C -2.503900 1.977000 -4.127300 0.3 -0.4 0.2
C -3.028000 3.212600 -3.799600 0.0 -0.1 0.1
C -2.922000 4.257600 -4.701300 0.0 0.0 0.1
C -2.284300 4.058400 -5.915700 0.0 0.0 -0.1
C -1.783400 2.809700 -6.249500 0.0 0.1 -0.1
C -1.892400 1.763600 -5.350000 -0.1 0.0 0.0
H -2.637600 1.971800 -1.151400 -0.1 0.1 -0.1
H -3.546200 -1.175800 -4.697200 0.1 -0.1 -0.1
H -5.789300 -2.197000 -4.921600 0.0 0.0 0.0
H -7.615700 -1.475400 -3.417500 -0.1 0.0 0.0
H -7.208600 0.275600 -1.736400 0.0 0.0 0.1
H -4.940200 1.222900 -1.462000 0.0 0.1 0.1
H -3.500500 3.361500 -2.839600 0.0 0.1 0.1
H -3.314500 5.228800 -4.437300 0.0 0.1 0.0
H -2.172000 4.885600 -6.599300 0.0 0.1 -0.1
H -1.284500 2.654700 -7.195600 0.0 0.0 -0.1
H -1.487100 0.790200 -5.585100 0.1 -0.1 0.0
C 4.225900 1.284400 -0.804700 -0.7 -0.2 -0.2
Si 2.737900 0.794100 -1.944700 0.9 0.2 -0.5
C 2.480200 2.371000 -3.106900 -0.1 -0.3 0.1
C 2.439200 3.621800 -2.231300 -0.1 -0.3 0.2
C 1.134600 2.272900 -3.825800 0.2 -0.1 0.2
C 3.598000 2.594300 -4.132300 -0.1 -0.4 0.2
C 3.395900 -0.789600 -2.972000 -0.2 0.3 0.2
C 2.794600 -0.893500 -4.373700 -0.1 0.2 0.1
C 3.062400 -2.086400 -2.227300 -0.1 0.3 0.1
C 4.914300 -0.724500 -3.149200 -0.2 0.2 0.1
H 5.004200 1.836000 -1.329900 0.0 0.0 -0.2
H 4.699500 0.418000 -0.352200 0.1 -0.2 0.1
H 3.863200 1.911600 0.005000 -0.1 0.2 0.1
H 1.704300 3.526500 -1.439100 0.0 0.1 0.1
H 2.177600 4.488400 -2.838600 0.0 0.1 -0.1
H 3.407700 3.807700 -1.777400 0.2 0.1 0.1
H 0.327400 2.214200 -3.093000 -0.1 0.0 0.0
H 1.087000 1.402900 -4.477100 -0.1 -0.2 -0.1
H 0.968200 3.158100 -4.440400 -0.1 0.2 -0.1
H 4.569500 2.607200 -3.643300 0.2 0.0 0.0
H 3.463300 3.559900 -4.622500 -0.1 0.1 0.0
H 3.610200 1.833900 -4.908100 0.1 -0.1 -0.1
H 1.715000 -0.995600 -4.340900 -0.1 0.0 -0.1
H 3.194600 -1.773400 -4.882600 0.0 -0.1 0.0
H 3.047100 -0.027500 -4.977200 -0.1 0.1 -0.1
H 2.035000 -2.089100 -1.865000 0.0 -0.1 0.0
H 3.729200 -2.220700 -1.379000 0.0 -0.1 0.2
H 3.200600 -2.945100 -2.886600 0.1 -0.1 -0.1
H 5.211200 0.208700 -3.615900 0.2 0.2 -0.1
H 5.249600 -1.545800 -3.783400 0.1 -0.1 -0.1
H 5.427400 -0.810700 -2.197200 0.2 0.0 0.2

12
Properties=species:S:1:pos:R:3:forces:R:3 method="wB97M-V/def2-TZVPD" energy_ha=-683.44231 homo_energy_ev=-9.0
C -1.368397 -0.737768 -0.139685 1.5 -4.3 1.0
C -0.999614 0.513481 0.037010 0.9 0.8 0.2
C 0.260012 1.343303 0.039013 -0.4 3.6 -0.5
C 1.830875 1.008734 -0.222440 -2.6 -3.0 0.5
H 0.538587 -1.489227 0.931205 -3.2 -1.0 -4.4
H -0.493268 -2.760148 0.061389 -1.2 -0.4 -0.1
H -2.458294 -1.065494 -0.164308 1.6 0.6 -0.1
H -1.797027 1.164653 0.264865 -0.8 0.9 -0.3
H 2.352869 1.689045 -0.838825 0.3 1.2 -0.3
N -0.334691 -1.790902 -0.112332 2.3 3.3 3.6
O -0.040000 2.579983 0.083022 1.9 -3.4 0.1
S 2.508945 -0.455658 0.061081 -0.3 1.6 0.2

7
Properties=species:S:1:pos:R:3:forces:R:3 method="wB97M-V/def2-TZVPD" energy_ha=-3128.84635 smiles=N[C@H](Cl)Br homo_energy_ev=-9.9
N -0.839388 0.415430 -0.200775 -1.2 -1.0 -1.0
C 0.531248 0.146679 -0.096403 -0.7 1.4 3.1
Cl 1.280445 -0.427723 -1.493895 0.3 -0.2 -1.0
Br 0.816521 -1.344090 1.449788 0.1 0.9 -0.8
H -1.373926 -0.342934 -0.611929 0.5 -0.2 -1.0
H -1.394156 0.446489 0.638758 0.8 0.9 1.0
H 0.979257 1.106149 0.314455 0.1 -1.7 -0.4